# 1
Molecular formula: C29H35CoFN4O6
Method: DFT, the ωB97M-V functional and the def2-TZVPD basis

net charge = +2
multiplicity = 4
expectation value of S² = 3.758
HOMO (spin up / spin down) = -11.3 / -11.3 eV
HOMO-LUMO gap (spin up / spin down) = 6.0492 / 5.9947 eV

Last column: Löwdin spin population.
Element x y z (Å)
C  -1.2073  -2.1480  -9.0150  0.000
C  -1.7011  -1.3167  -9.9743  0.000
H  -1.1204  -3.2124  -9.2400  0.000
H  -0.8539  -1.7816  -8.0626  0.000
C  -1.8229  0.1049  -9.7426  0.000
C  -1.4548  0.6617  -8.5507  0.000
H  -1.0699  0.0795  -7.7203  0.000
H  -1.5724  1.7389  -8.4220  0.000
C  -2.1244  -1.8925  -11.3122  0.000
H  -1.9182  -2.9683  -11.3250  0.000
H  -1.5877  -1.4364  -12.1557  0.000
H  -3.1987  -1.7623  -11.5042  0.000
C  -2.3690  0.9813  -10.8537  0.000
H  -3.3652  0.6648  -11.1946  0.000
H  -1.7173  0.9810  -11.7397  0.000
H  -2.4464  2.0158  -10.5036  0.000
Co  0.1522  0.0375  -1.0264  2.705
O  -0.1691  -0.2071  -2.8684  0.041
C  0.5376  0.1822  -3.8494  0.007
O  1.0485  1.7378  -1.4189  0.047
C  1.7484  1.8113  -2.4571  0.007
O  2.7849  2.6105  -2.5414  0.003
N  1.5621  1.0992  -3.6331  0.003
C  3.3747  2.5006  -3.8870  0.001
C  2.5675  1.4853  -4.6390  0.000
H  4.4145  2.1808  -3.7761  0.000
H  3.3154  3.4876  -4.3512  0.000
H  3.1619  0.6096  -4.9117  0.000
H  2.0985  1.9072  -5.5342  0.000
C  0.2976  -0.3070  -5.1786  0.001
C  -0.6855  -1.2014  -5.4255  0.002
H  0.9416  0.0606  -5.9843  0.000
H  -1.2914  -1.5734  -4.5995  0.000
H  -0.8274  -1.5895  -6.4222  0.000
F  -1.3043  3.2323  4.7764  0.000
C  -0.7807  1.9706  4.6072  0.001
C  -0.6526  1.4983  3.3201  0.000
C  -0.1223  0.2038  3.1089  0.003
C  0.1427  -0.3119  1.7839  0.006
O  -0.2601  0.3531  0.7485  0.055
C  0.8829  -1.5334  1.6649  0.003
C  1.1168  -2.2579  2.8110  0.002
N  0.6865  -1.8873  4.0551  0.004
C  0.8483  -2.7898  5.1240  0.000
C  0.9125  -4.2554  4.8176  0.000
C  2.1437  -3.5274  5.2550  0.000
C  0.2178  -0.5774  4.2442  0.000
C  0.1543  -0.0418  5.5349  0.000
C  -0.3663  1.2552  5.7612  0.000
N  -0.4438  1.7651  7.0539  0.000
C  0.5822  1.4497  8.0378  0.000
C  -0.0677  0.8929  9.2964  0.000
N  -1.0608  1.9025  9.7405  0.000
C  -2.0847  2.3216  8.7557  0.000
C  -1.3492  2.8035  7.5073  0.000
C  1.4716  -2.0868  0.3831  0.009
O  2.0885  -3.1522  0.4619  0.005
O  1.3234  -1.4033  -0.7230  0.093
H  -0.9581  2.0906  2.4638  0.000
H  1.6484  -3.2021  2.7740  0.000
H  0.3430  -2.5171  6.0452  0.000
H  0.4514  -4.9254  5.5424  0.000
H  0.8524  -4.5738  3.7741  0.000
H  2.9117  -3.3222  4.5025  0.000
H  2.4980  -3.7166  6.2714  0.000
H  0.5051  -0.6412  6.3769  0.000
H  1.1503  2.3656  8.2989  0.000
H  1.2903  0.7233  7.6303  0.000
H  -0.6200  -0.0303  9.1077  0.000
H  0.6534  0.7327  10.1027  0.000
H  -1.5267  1.5783  10.5917  0.000
H  -0.5313  2.7473  9.9649  0.000
H  -2.6956  3.1123  9.2000  0.000
H  -2.7088  1.4471  8.5566  0.000
H  -0.7733  3.7136  7.7583  0.000
H  -2.0714  3.0527  6.7319  0.000

Atomic forces in eV per Å
-0.503 0.268 -1.635
0.599 -2.205 0.690
0.031 0.303 0.286
-0.038 -0.208 -0.376
0.258 1.932 1.438
-0.635 0.042 -1.560
-0.095 0.274 -0.223
0.093 -0.320 0.119
-0.005 -0.192 0.073
-0.051 0.236 -0.059
-0.096 -0.033 0.276
0.248 0.069 0.113
0.052 0.170 0.083
0.273 -0.020 0.176
-0.111 -0.100 0.259
-0.013 -0.190 -0.101
0.152 -0.466 0.402
0.704 0.510 -2.991
-1.029 -0.242 2.531
1.826 0.817 -2.189
-1.022 -0.107 1.807
-0.172 -0.365 -0.777
-0.409 -0.206 -0.286
0.738 0.850 0.466
-0.592 -0.771 -0.345
-0.228 0.278 0.152
0.143 -0.125 0.265
-0.114 0.127 -0.041
0.047 -0.104 0.235
-0.225 -0.529 -1.201
0.950 0.569 0.830
-0.356 -0.205 0.274
0.045 0.070 -0.308
-0.173 0.005 0.274
0.446 -0.836 -0.113
-0.258 0.575 -0.269
0.061 -0.532 0.557
0.077 -0.124 0.595
-0.175 -0.001 -1.517
-0.281 -0.011 2.673
-0.164 0.550 0.565
-0.656 0.447 0.723
0.118 1.624 -2.155
0.196 -1.028 1.130
-0.165 -0.464 0.091
0.606 -0.095 0.428
0.371 -0.317 -0.331
-0.606 0.834 0.320
0.253 -0.966 -0.735
0.335 0.003 0.251
-0.031 -0.132 -0.283
0.180 -0.411 -0.478
0.010 0.463 1.206
-0.335 -0.162 -0.832
-0.040 -0.009 -0.192
0.817 -1.125 -0.695
-0.752 1.324 -0.029
0.288 -0.815 0.924
0.087 0.032 0.190
-0.129 0.245 -0.425
-0.018 -0.016 -0.415
0.069 0.145 -0.320
-0.130 0.018 0.495
-0.239 -0.067 0.390
0.061 0.065 -0.466
-0.251 0.322 -0.348
-0.108 -0.246 -0.103
-0.089 0.255 0.176
0.131 0.054 -0.067
-0.162 0.088 -0.066
0.136 0.154 0.059
-0.005 0.063 0.406
0.153 -0.130 0.014
0.040 0.135 -0.099
-0.226 -0.071 -0.123
0.090 0.029 0.209

---

# 2
Molecular formula: C29H36AsCaClN9O11PSe
Method: DFT, the ωB97M-V functional and the def2-TZVPD basis

relative energy (zero: lowest compared OMol25 entry of this formula, charge and spin) = 1.665 eV
net charge = -2
HOMO = -3.6 eV
HOMO-LUMO gap = 7.5078 eV

Last column: Löwdin charge in e.
Element x y z (Å)
Ca  -0.7340  0.9981  2.1298  1.371
C  2.2589  5.3044  3.6901  -0.044
N  1.6712  3.9819  3.8066  -0.113
C  1.0779  3.4878  4.9416  -0.068
C  0.5424  2.2876  4.5994  -0.114
N  0.8134  2.0376  3.2747  -0.085
C  1.4710  3.0765  2.8027  -0.442
P  1.9272  3.4764  1.0627  1.107
C  3.0329  1.9260  0.8910  -0.422
N  3.1075  0.8447  1.6492  0.072
C  4.0646  0.0317  1.0861  -0.170
C  4.5846  0.6156  -0.0295  -0.106
N  3.9268  1.8199  -0.1516  -0.145
C  4.1561  2.8121  -1.1840  -0.060
C  0.6734  2.7698  -0.0863  -0.430
N  -0.0678  1.6927  0.0799  -0.069
C  -0.9937  1.6719  -0.9424  -0.146
C  -0.7729  2.7343  -1.7592  -0.065
N  0.2885  3.4241  -1.2187  -0.100
C  0.7355  4.7400  -1.6499  -0.036
H  2.7096  5.5785  4.6427  0.081
H  1.4860  6.0216  3.4147  0.084
H  3.0227  5.3002  2.9175  0.064
H  1.0575  4.0550  5.8567  0.113
H  -0.0116  1.5819  5.1985  0.112
H  4.3186  -0.9265  1.5206  0.089
H  5.3477  0.3075  -0.7285  0.098
H  5.0212  2.5169  -1.7733  0.078
H  4.3413  3.7881  -0.7390  0.071
H  3.2941  2.8945  -1.8495  0.073
H  -1.7289  0.8879  -1.0217  0.073
H  -1.2773  3.0736  -2.6494  0.119
H  0.4485  4.8839  -2.6900  0.084
H  1.8166  4.8213  -1.5530  0.061
H  0.2729  5.5002  -1.0189  0.084
O  1.3953  -4.8138  4.2267  0.093
C  1.8649  -4.9291  3.0151  -0.540
O  2.5610  -5.8640  2.6661  0.017
C  1.5039  -3.8292  2.0549  -0.053
C  1.7801  -3.8405  0.7044  -0.563
Cl  2.4990  -5.1096  -0.1896  0.773
N  1.3495  -2.6582  0.1655  -0.034
N  0.8163  -1.8832  1.1255  0.165
C  0.8866  -2.5505  2.2465  -0.113
C  0.2754  -1.9084  3.4700  -0.550
O  0.1732  -2.6323  4.5010  0.009
O  -0.1056  -0.7383  3.3565  -0.110
C  1.3876  -2.0826  -1.1579  -0.151
C  0.9429  -0.7653  -1.2651  -0.028
C  0.9499  -0.1235  -2.4898  -0.071
C  1.3945  -0.7805  -3.6299  -0.103
C  1.8283  -2.0926  -3.5222  -0.110
C  1.8282  -2.7511  -2.2966  -0.061
H  0.8940  -3.8953  4.3421  0.052
H  0.5917  -0.2626  -0.3758  0.070
H  0.5948  0.9007  -2.5418  0.081
H  1.3953  -0.2788  -4.5909  0.092
H  2.1651  -2.6267  -4.4030  0.093
H  2.1588  -3.7712  -2.2539  0.041
O  -1.7073  -0.5870  1.0036  -0.233
N  -2.8191  -0.0798  1.3985  -0.546
O  -3.8101  -0.0736  0.6404  -0.019
O  -2.8671  0.4018  2.5676  -0.094
O  -2.2812  5.2982  0.8536  -0.513
Se  -1.3013  4.5712  1.9319  0.798
O  0.2802  4.8378  1.3536  -0.613
O  -1.6126  2.9390  1.9868  -0.610
O  -1.3676  5.2251  3.4220  -0.500
C  -2.7648  -4.0204  0.0833  -0.175
C  -3.6742  -3.1326  -0.7697  -0.454
As  -2.5969  -1.8529  -1.7925  1.241
C  -1.9105  -3.0979  -3.1915  -0.444
C  -2.8053  -4.1330  -3.8759  -0.179
C  -4.0303  -0.9108  -2.7758  -0.442
C  -5.2638  -1.6761  -3.2558  -0.178
H  -3.3475  -4.6799  0.7301  0.062
H  -2.1146  -3.4124  0.7162  0.053
H  -2.1252  -4.6518  -0.5405  0.057
H  -4.3228  -2.5299  -0.1329  0.055
H  -4.3086  -3.7358  -1.4200  0.040
H  -1.0902  -3.6115  -2.6807  0.037
H  -1.4281  -2.4608  -3.9378  0.046
H  -3.4041  -4.6925  -3.1539  0.051
H  -2.2028  -4.8577  -4.4330  0.057
H  -3.4885  -3.6680  -4.5863  0.041
H  -3.5403  -0.4048  -3.6111  0.050
H  -4.3410  -0.1317  -2.0757  0.045
H  -5.0194  -2.4162  -4.0165  0.036
H  -5.9985  -0.9904  -3.6879  0.058
H  -5.7498  -2.1964  -2.4278  0.056

Atomic forces in eV per Å
0.534 -0.577 0.948
-0.276 -0.046 -0.048
0.213 0.023 -0.081
0.052 0.101 -0.163
0.283 -0.078 -0.194
1.301 0.940 0.884
-0.082 0.155 0.424
0.317 -0.683 0.142
0.068 -0.155 -0.051
0.156 0.034 -0.130
-0.193 0.065 0.163
-0.085 0.152 -0.043
0.046 0.217 -0.036
-0.129 -0.173 0.059
-0.232 0.070 -0.185
0.309 0.399 -1.281
0.190 0.278 0.170
-0.087 0.216 0.206
0.154 0.181 -0.064
-0.177 -0.029 0.191
0.016 -0.027 0.022
-0.042 -0.017 -0.003
0.038 -0.026 -0.023
0.026 -0.033 -0.035
0.051 0.017 -0.024
-0.050 0.104 -0.052
-0.103 0.015 0.028
0.036 -0.024 -0.012
0.008 0.044 0.036
-0.010 -0.038 -0.012
0.027 -0.041 0.013
0.045 0.006 0.059
0.017 -0.037 -0.027
0.009 -0.033 -0.017
-0.024 -0.044 0.009
-0.133 0.389 0.193
0.096 0.107 -0.407
-0.110 0.038 0.043
0.054 0.068 -0.025
-0.099 0.175 -0.063
-0.008 0.128 -0.094
0.162 -0.102 -0.365
0.105 -0.073 -0.047
0.029 -0.259 0.144
-0.155 -0.063 0.401
0.336 -0.158 -0.230
0.298 -0.596 0.638
0.040 0.036 0.059
0.114 -0.255 0.102
0.193 0.016 -0.098
0.031 -0.089 0.058
-0.041 0.008 0.003
-0.055 0.020 0.080
-0.207 -0.136 0.195
0.121 -0.111 -0.236
0.109 -0.217 -0.030
0.007 -0.011 0.016
0.009 -0.019 0.020
0.045 -0.111 0.027
-1.823 -0.198 -0.335
-1.184 -0.750 -0.351
0.939 -0.041 0.800
-0.715 -0.617 -1.122
0.154 -0.246 0.160
-0.286 0.672 -0.158
-0.379 -0.060 0.120
-0.240 1.767 -0.009
0.096 -0.243 -0.193
-0.039 0.060 -0.064
0.080 -0.067 0.201
0.118 -0.089 -0.389
-0.026 -0.124 -0.013
0.070 0.092 0.067
-0.213 -0.049 0.030
0.072 0.054 0.064
0.015 -0.013 0.020
-0.009 0.001 0.002
0.003 0.012 0.003
0.003 0.032 0.021
-0.032 -0.003 -0.044
0.017 0.019 -0.023
0.021 0.019 0.016
0.007 0.000 -0.026
-0.014 -0.005 0.008
-0.015 -0.013 0.005
0.031 0.014 -0.031
0.033 0.035 -0.009
-0.013 -0.012 0.019
-0.025 0.001 0.006
0.008 0.017 -0.033

---

# 3
Molecular formula: C29H36BaCl2N5O3
Method: DFT, the ωB97M-V functional and the def2-TZVPD basis

relative energy (zero: lowest compared OMol25 entry of this formula, charge and spin) = 0.485 eV
net charge = -1
HOMO = -3.0 eV
HOMO-LUMO gap = 5.3454 eV

Last column: Löwdin charge in e.
Element x y z (Å)
Ba  -0.1609  0.1892  0.4968  1.805
C  -1.5674  -0.9566  -2.5228  -0.099
N  -1.3622  0.4892  -2.3424  -0.264
C  -2.6316  1.2318  -2.3670  -0.213
C  -3.3696  1.4340  -1.0408  -0.192
C  -4.1752  0.2641  -0.4907  -0.222
N  -3.2928  -0.7088  0.1370  0.006
C  -3.6492  -1.2377  1.2291  -0.112
C  -2.8682  -2.2524  1.9973  -0.148
C  -3.4845  -2.7864  3.1242  -0.078
C  -2.8597  -3.7277  3.9289  -0.122
C  -1.5668  -4.1220  3.5861  -0.110
C  -0.9198  -3.5975  2.4799  -0.026
C  -1.5499  -2.6477  1.6523  -0.396
O  -0.9418  -2.1242  0.6193  -0.443
C  -0.4486  0.9724  -3.3873  -0.220
C  1.0169  0.5608  -3.1947  -0.167
C  1.9102  1.6240  -2.5508  -0.239
N  1.9933  1.5033  -1.0819  -0.054
C  3.0396  2.0063  -0.5652  -0.144
C  3.4249  2.0773  0.8691  -0.140
C  4.5881  2.8017  1.1388  -0.079
C  5.0786  2.9498  2.4246  -0.125
C  4.3742  2.3348  3.4633  -0.107
C  3.2270  1.6010  3.2301  -0.022
C  2.7184  1.4557  1.9265  -0.384
O  1.6420  0.7529  1.6959  -0.502
H  -2.0530  -1.1444  -3.4953  0.089
H  -2.1752  -1.3508  -1.7112  0.058
H  -0.6111  -1.4804  -2.5083  0.063
H  -3.3153  0.7693  -3.1014  0.120
H  -2.4018  2.2297  -2.7441  0.091
H  -4.0574  2.2683  -1.2101  0.096
H  -2.6820  1.7856  -0.2636  0.059
H  -4.7009  -0.2234  -1.3207  0.115
H  -4.9366  0.6232  0.2136  0.109
H  -4.6076  -0.9620  1.6961  0.118
H  -4.4847  -2.4372  3.3643  0.101
H  -3.3541  -4.1300  4.8022  0.084
H  -1.0443  -4.8460  4.2025  0.092
H  0.0924  -3.8913  2.2302  0.107
H  -0.5136  2.0619  -3.4013  0.090
H  -0.8055  0.6234  -4.3720  0.117
H  1.4425  0.3037  -4.1685  0.110
H  1.0841  -0.3582  -2.6088  0.069
H  1.5003  2.6131  -2.7820  0.087
H  2.9144  1.5897  -2.9871  0.106
H  3.7965  2.4609  -1.2223  0.116
H  5.1061  3.2582  0.3000  0.098
H  5.9767  3.5219  2.6122  0.083
H  4.7330  2.4293  4.4830  0.093
H  2.6864  1.1246  4.0367  0.109
C  -1.8897  1.1296  3.8513  -0.150
C  -1.7202  1.7605  2.4333  -0.461
O  -2.2166  2.9042  2.3760  -0.203
H  -2.3376  1.8229  4.5719  0.046
H  -0.9202  0.7765  4.2259  0.046
H  -2.5137  0.2297  3.7634  0.036
Cl  -0.3173  3.6590  -0.8435  0.571
C  -1.5569  4.6150  0.0086  -0.932
Cl  -2.8850  5.1098  -1.0973  0.475
H  -1.0777  5.5198  0.3566  0.022
H  -1.9520  3.9816  0.8145  -0.019
N  0.5548  -3.6771  -1.1333  0.145
C  1.7474  -3.1945  -1.5685  -0.397
C  2.5219  -3.8753  -2.5330  -0.040
C  3.7315  -3.3404  -2.8958  -0.102
C  4.1766  -2.1498  -2.3135  -0.095
C  3.3403  -1.5534  -1.3939  -0.153
N  2.1475  -2.0397  -1.0288  0.106
H  0.1690  -4.5022  -1.5509  0.094
H  -0.0064  -3.1302  -0.4636  0.046
H  2.1651  -4.7996  -2.9693  0.099
H  4.3396  -3.8512  -3.6339  0.098
H  5.1274  -1.7008  -2.5617  0.089
H  3.6178  -0.6210  -0.9141  0.096

Atomic forces in eV per Å
-1.559 0.225 -1.463
-0.087 0.330 0.036
0.232 -0.209 0.080
0.078 -0.053 -0.088
-0.011 0.140 0.021
0.221 -0.193 0.115
-0.069 0.161 -0.170
0.512 -0.590 0.353
-0.615 0.640 -0.274
-0.019 -0.144 0.172
-0.026 0.155 -0.184
0.155 -0.009 -0.085
-0.179 -0.171 0.278
0.169 0.400 -0.754
-0.198 -1.266 0.558
-0.157 0.021 0.071
0.048 -0.082 -0.037
-0.116 0.008 0.350
-0.088 0.037 -0.407
0.161 -0.001 0.978
0.055 0.151 -1.036
0.145 0.066 0.192
-0.165 -0.069 -0.254
-0.127 -0.109 0.180
0.425 0.301 0.130
-1.094 -0.805 -0.396
2.543 0.983 1.379
-0.008 -0.083 0.010
0.009 -0.009 -0.008
-0.029 -0.003 0.000
-0.025 0.030 0.011
-0.009 0.018 0.026
-0.027 -0.031 -0.003
-0.015 -0.020 -0.016
-0.004 -0.054 -0.009
-0.015 0.058 0.027
-0.025 -0.002 0.016
0.006 -0.046 0.059
-0.002 -0.008 0.014
-0.018 -0.001 0.012
0.004 -0.004 -0.001
0.051 0.010 -0.015
0.001 -0.015 -0.015
-0.041 0.081 -0.031
0.014 0.049 0.018
0.026 0.033 -0.035
0.045 -0.058 0.004
0.012 0.014 -0.031
0.043 0.020 0.050
0.009 -0.002 0.038
0.020 0.015 -0.013
-0.010 -0.004 0.009
0.172 -0.215 -0.237
-0.358 0.234 0.559
0.056 -0.082 -0.249
-0.029 0.073 -0.043
-0.013 0.058 -0.058
0.001 0.053 -0.013
-0.109 0.082 0.072
-0.098 -0.131 -0.248
0.239 -0.091 0.176
-0.029 0.021 0.061
-0.022 0.092 0.037
0.204 0.019 -0.173
-0.419 -0.161 0.176
0.027 0.041 0.015
0.163 0.030 -0.077
-0.086 -0.110 -0.022
-0.234 0.012 0.173
0.264 0.240 -0.041
0.012 -0.001 -0.017
0.008 -0.025 0.058
-0.029 -0.002 0.022
0.010 0.019 0.005
0.015 -0.038 -0.035
0.006 -0.031 0.000

---

Quick rundown of E, same order as above: -3278.62495; -8563.57003; -2572.16083 hartree